# 1
ORCA calculation (ωB97M-V/def2-TZVPD) on C19H16BrN4O3RuS2 as an isolated structure in a non-equilibrium geometry.

## Properties
lowest unoccupied orbital energy (spin up / spin down): -5.52 / -5.72 eV
total charge: +1

Each line ends with the Löwdin charge.
Geometry (Å):
Ru: -0.1049 0.6341 -0.3429  1.09
S: -0.0815 4.9427 0.3332  1.13
C: 1.5582 4.4068 0.3995  -0.35
C: 1.6896 3.0713 0.2087  -0.15
C: 0.4111 2.4753 -0.0119  -0.31
C: -0.6348 3.3778 0.0403  -0.50
C: -1.9881 2.8980 -0.1716  -0.26
C: -3.1444 3.6548 -0.1710  0.01
C: -4.3520 3.0219 -0.4113  -0.02
C: -4.3639 1.6575 -0.6557  -0.02
C: -3.1662 0.9667 -0.6424  -0.13
N: -2.0047 1.5680 -0.3925  -0.07
H: 2.3421 5.1278 0.5731  0.09
H: 2.6270 2.5392 0.2171  0.10
H: -3.0918 4.7199 0.0105  0.12
H: -5.2735 3.5883 -0.4171  0.13
H: -5.2847 1.1313 -0.8612  0.12
H: -3.1243 -0.0924 -0.8519  0.09
O: 1.7680 -3.8823 2.1562  -0.28
S: 2.2050 -3.5295 0.8387  0.65
O: 2.1850 -4.5110 -0.2031  -0.28
N: 1.3580 -2.1998 0.3340  -0.02
C: 2.1414 -1.1927 0.1944  -0.47
O: 1.7450 -0.0060 -0.2028  -0.23
C: 3.5800 -1.4086 0.4955  -0.14
C: 4.6366 -0.5201 0.4389  0.00
C: 5.8953 -0.9839 0.8049  -0.05
C: 6.0797 -2.3038 1.2090  -0.05
C: 5.0141 -3.1959 1.2629  -0.02
C: 3.7748 -2.7169 0.8978  -0.21
H: 4.4861 0.4993 0.1097  0.11
H: 6.7434 -0.3131 0.7748  0.11
H: 7.0696 -2.6439 1.4827  0.11
H: 5.1550 -4.2215 1.5768  0.13
Br: -0.4069 0.0962 -2.6346  0.23
C: -2.3808 -3.9411 -0.2873  0.01
N: -2.4709 -2.8906 0.7420  -0.16
C: -3.4135 -3.0503 1.8560  0.00
C: -1.7007 -1.8527 0.6660  -0.22
N: -1.0049 -0.9290 0.6555  0.09
H: -3.3228 -4.0026 -0.8298  0.10
H: -2.1710 -4.8952 0.1923  0.10
H: -1.5751 -3.7059 -0.9772  0.10
H: -4.4373 -3.0076 1.4872  0.10
H: -3.2547 -2.2637 2.5878  0.10
H: -3.2365 -4.0156 2.3261  0.10



# 2
ORCA calculation (ωB97M-V/def2-TZVPD) on C10H27IInO10P2 as an isolated structure in a non-equilibrium geometry.

## Properties
energy relative to the best compared isomer or geometry (same formula, charge and spin): 559.8 kJ/mol
lowest unoccupied orbital energy: -2.10 eV
total charge: -1

Each line ends with the Löwdin charge.
Geometry (Å):
O: 2.5458 1.3160 -2.1387  -0.07
C: 3.6858 0.6913 -2.5311  -0.23
O: 4.8145 1.6193 -2.8717  -0.05
C: 3.8297 -0.9529 -2.5911  -0.12
C: 5.4129 -1.4701 -2.5953  -0.29
C: 5.7815 -1.7348 -0.9861  -0.39
In: 7.9964 -1.2414 -0.7519  0.00
I: 9.1576 -3.5039 0.5306  -0.16
H: 5.1190 1.9405 -1.9553  0.13
H: 3.2763 -1.3752 -3.5320  0.12
H: 3.2719 -1.3754 -1.6393  0.13
H: 5.5654 -2.4689 -3.2107  0.11
H: 6.1576 -0.6541 -2.9826  0.06
H: 5.1548 -0.9232 -0.3867  0.04
H: 5.5205 -2.8399 -0.6633  0.04
H: 8.1458 0.2818 0.2017  -0.15
H: 8.7298 -0.9074 -2.3901  -0.12
C: -0.3203 0.8976 3.1831  -0.13
O: 0.2380 2.1353 2.7680  -0.33
P: -0.7545 3.2526 1.8965  0.84
O: -1.9502 2.9049 2.7940  -0.26
O: -0.7027 2.2541 0.5844  -0.31
C: 0.5709 2.0312 0.0031  -0.13
O: -1.7470 4.3699 1.0250  -0.33
C: -3.0484 3.9632 0.6301  -0.15
H: 0.5009 0.2107 3.4051  0.10
H: -0.9018 1.0384 4.0986  0.08
H: -0.9426 0.4563 2.4012  0.07
H: 0.9013 1.0152 0.2547  0.10
H: 1.3127 2.7487 0.3733  0.09
H: 0.4906 2.1263 -1.0780  0.08
H: -3.7436 4.0768 1.4660  0.08
H: -3.0579 2.9323 0.2697  0.07
H: -3.3791 4.6189 -0.1795  0.09
C: -2.5087 -0.4531 -0.1607  -0.12
O: -2.8701 -1.2087 0.9858  -0.33
P: -4.1344 -2.3821 0.8522  0.83
O: -3.6234 -2.7882 -0.5371  -0.24
O: -5.2366 -1.1606 0.7320  -0.28
C: -5.3581 -0.2994 1.8515  -0.12
O: -5.3987 -3.5554 0.7186  -0.33
C: -6.1315 -3.6346 -0.4945  -0.15
H: -1.9607 0.4321 0.1736  0.07
H: -1.8453 -1.0408 -0.8016  0.09
H: -3.3887 -0.1280 -0.7202  0.09
H: -4.8977 0.6662 1.6061  0.09
H: -4.8608 -0.7165 2.7352  0.08
H: -6.4130 -0.1493 2.0728  0.09
H: -5.5757 -4.2253 -1.2273  0.08
H: -6.3527 -2.6443 -0.8987  0.08
H: -7.0753 -4.1463 -0.2895  0.08



# 3
ORCA calculation (ωB97M-V/def2-TZVPD) on one molecule with the formula C2HBrClNO2 in a non-equilibrium geometry.

## Properties
energy relative to the best compared isomer or geometry (same formula, charge and spin): 393.3 kJ/mol
lowest unoccupied orbital energy (spin up / spin down): -1.92 / -1.77 eV
total charge: 0
SMILES: O=[N+]([O-])/C=C(/Cl)Br

Each line ends with the Löwdin charge.
Geometry (Å):
O: -1.2476 1.0991 -2.0705  -0.04
N: -0.5192 0.3235 -1.4712  -0.49
O: 0.0196 -0.6568 -1.9708  0.05
C: -0.2501 0.5216 -0.1468  -0.02
C: -1.0121 1.7878 0.7441  -1.13
Cl: -0.6741 1.9051 2.3628  0.69
Br: -2.1133 2.9745 -0.1120  0.84
H: 0.3582 -0.1551 0.4191  0.09



Number 1: E_tot -126352.9303 eV. Number 2: E_tot -63126.3698 eV. Number 3: E_tot -90233.9545 eV.